Record 1
Below is a cluster of 19 separate species, C37H112N2O20 in total, with properties calculated with ωB97M-V/def2-TZVPD.

Its charge is 0. As for the LUMO energy: 0.28 eV. The value obtained for the HOMO energy is -9.322 eV. The value obtained for the gap between HOMO and LUMO is 9.604 eV. The calculated total energy comes out at -3090.9580 a.u.

Geometry (Å):
N: 2.85 -2.13 -0.44
H: 2.58 -2.99 -0.91
H: 2.99 -2.56 0.47
H: 2.03 -1.54 -0.37
H: 3.66 -1.62 -0.73
N: -0.22 -0.19 0.21
O: -0.22 -0.83 1.27
O: -1.06 0.68 0.03
O: 0.62 -0.44 -0.61
C: 0.44 -5.49 2.44
O: 1.76 -5.67 2.95
H: 0.41 -4.96 1.49
H: 0.09 -6.48 2.17
H: -0.26 -5.03 3.14
H: 1.73 -5.97 3.86
C: -1.51 -3.66 -0.87
O: -1.80 -4.60 -1.89
H: -2.44 -3.36 -0.38
H: -0.86 -4.10 -0.10
H: -0.96 -2.78 -1.19
H: -2.26 -4.18 -2.61
C: -1.58 -1.67 4.49
O: -0.56 -0.83 3.99
H: -1.30 -2.70 4.30
H: -1.91 -1.38 5.48
H: -2.41 -1.54 3.80
H: -0.53 -0.91 3.03
C: -4.77 -1.74 0.24
O: -5.54 -2.72 0.87
H: -4.49 -2.16 -0.73
H: -5.38 -0.88 -0.05
H: -4.02 -1.36 0.93
H: -4.96 -3.41 1.21
C: -4.06 1.18 3.03
O: -3.41 2.34 3.61
H: -5.03 0.89 3.42
H: -4.36 1.54 2.04
H: -3.38 0.33 2.98
H: -2.67 2.56 3.03
C: 5.18 -0.48 -2.75
O: 4.70 -0.39 -1.44
H: 4.60 0.10 -3.47
H: 6.23 -0.22 -2.93
H: 5.03 -1.50 -3.11
H: 5.03 0.42 -1.05
C: -1.82 4.87 -2.34
O: -3.11 5.25 -2.18
H: -1.75 3.79 -2.30
H: -1.45 5.13 -3.33
H: -1.20 5.31 -1.55
H: -3.30 4.97 -1.28
C: 6.85 3.09 1.20
C: 5.42 2.59 0.94
C: 4.31 3.67 0.97
O: 5.34 2.03 -0.30
H: 7.31 3.66 0.40
H: 7.42 2.20 1.47
H: 6.87 3.72 2.09
H: 5.15 1.86 1.71
H: 4.15 4.20 1.92
H: 3.39 3.09 0.95
H: 4.36 4.42 0.18
H: 5.54 2.69 -0.97
C: 3.20 -2.41 4.18
C: 2.59 -2.09 2.89
C: 3.16 -0.74 2.45
O: 2.75 -3.20 1.98
H: 2.90 -3.39 4.53
H: 2.88 -1.70 4.94
H: 4.28 -2.48 4.09
H: 1.51 -1.99 3.03
H: 2.91 0.04 3.17
H: 2.73 -0.38 1.51
H: 4.24 -0.84 2.36
H: 2.37 -3.96 2.43
C: 1.04 -3.26 -3.67
C: 1.39 -2.62 -5.01
C: 0.21 -1.93 -5.60
O: 2.42 -1.70 -4.89
H: 1.73 -4.09 -3.54
H: 0.09 -3.78 -3.69
H: 1.06 -2.57 -2.82
H: 1.71 -3.37 -5.74
H: 0.50 -1.51 -6.57
H: -0.17 -1.15 -4.95
H: -0.60 -2.62 -5.84
H: 2.11 -0.87 -4.52
C: 0.34 2.44 2.87
C: -0.45 3.55 2.21
C: 0.27 4.42 1.16
O: -1.56 2.96 1.57
H: 0.80 2.86 3.77
H: 1.15 2.07 2.25
H: -0.31 1.61 3.14
H: -0.95 4.12 2.99
H: 0.54 3.93 0.22
H: 1.22 4.75 1.60
H: -0.32 5.32 1.02
H: -1.25 2.28 0.97
C: -3.90 2.02 -1.73
C: -3.48 0.93 -2.70
C: -2.27 1.24 -3.54
O: -3.13 -0.25 -2.10
H: -3.11 2.25 -1.02
H: -4.77 1.60 -1.24
H: -4.22 2.97 -2.17
H: -4.37 0.72 -3.30
H: -2.09 0.57 -4.38
H: -1.44 1.20 -2.84
H: -2.35 2.27 -3.91
H: -2.54 0.01 -1.40
C: -1.31 1.28 6.52
C: 0.19 1.26 6.59
C: 0.67 1.58 8.01
O: 0.67 0.03 6.25
H: -1.67 1.07 5.51
H: -1.67 2.24 6.90
H: -1.79 0.56 7.18
H: 0.56 1.94 5.83
H: 0.38 0.89 8.81
H: 0.33 2.57 8.33
H: 1.76 1.53 7.98
H: 0.16 -0.28 5.50
C: 4.83 -4.41 -2.01
C: 3.79 -5.43 -1.66
C: 4.15 -6.42 -0.53
O: 2.61 -4.72 -1.21
H: 5.74 -4.87 -2.39
H: 5.13 -3.89 -1.10
H: 4.43 -3.72 -2.76
H: 3.49 -6.02 -2.52
H: 3.44 -7.25 -0.46
H: 4.21 -5.91 0.43
H: 5.14 -6.83 -0.72
H: 1.90 -5.35 -1.06
C: -5.13 4.92 2.28
C: -4.83 5.54 0.92
C: -4.15 6.91 0.95
O: -3.90 4.67 0.29
H: -4.34 4.95 3.03
H: -5.39 3.88 2.09
H: -5.97 5.43 2.75
H: -5.76 5.59 0.36
H: -3.96 7.22 -0.08
H: -3.25 6.96 1.56
H: -4.82 7.66 1.36
H: -3.35 4.36 1.01
C: -5.45 -2.71 -3.34
C: -4.32 -2.83 -4.38
C: -4.47 -1.77 -5.42
O: -3.13 -2.70 -3.65
H: -6.44 -2.74 -3.78
H: -5.50 -1.71 -2.91
H: -5.28 -3.46 -2.57
H: -4.32 -3.82 -4.83
H: -3.81 -2.00 -6.25
H: -4.19 -0.80 -5.01
H: -5.48 -1.55 -5.77
H: -3.11 -1.79 -3.33
C: 2.70 2.49 -2.78
C: 1.59 1.67 -3.39
C: 1.47 1.90 -4.94
O: 1.66 0.27 -3.07
H: 2.75 3.53 -3.08
H: 3.68 2.10 -3.06
H: 2.77 2.40 -1.70
H: 0.65 2.00 -2.95
H: 2.35 1.45 -5.41
H: 1.59 2.93 -5.27
H: 0.52 1.57 -5.34
H: 1.22 0.25 -2.22


Record 2
Below is a cluster of 11 separate species, C34H85N2O12S7 in total, with properties calculated with ωB97M-V/def2-TZVPD.

Its charge is +1. As for the LUMO energy: -1.84 eV. The value obtained for the HOMO energy is -10.041 eV. The value obtained for the gap between HOMO and LUMO is 8.201 eV. The calculated total energy comes out at -5145.4644 a.u.

Geometry (Å):
C: -1.48 0.36 -1.11
C: -0.63 -0.09 0.05
C: -1.28 -1.31 0.90
C: -0.45 -1.75 2.20
N: -1.12 -2.81 3.17
C: -2.59 -2.49 3.63
C: -2.91 -3.30 4.87
C: -1.53 -3.79 5.44
C: -0.51 -2.88 4.59
C: -1.05 -4.25 2.60
H: -2.34 0.75 -0.57
H: -1.72 -0.46 -1.78
H: -1.02 1.14 -1.71
H: -0.58 0.66 0.84
H: 0.38 -0.38 -0.24
H: -1.47 -2.18 0.27
H: -2.15 -0.84 1.36
H: -0.45 -0.91 2.89
H: 0.60 -2.05 2.16
H: -3.27 -2.70 2.81
H: -2.85 -1.45 3.80
H: -3.46 -4.22 4.65
H: -3.50 -2.81 5.64
H: -1.33 -4.85 5.25
H: -1.44 -3.67 6.52
H: 0.48 -3.34 4.62
H: -0.27 -1.86 4.87
H: -0.04 -4.66 2.70
H: -1.52 -4.14 1.62
H: -1.75 -4.91 3.11
C: 6.91 2.11 4.25
S: 5.61 3.34 4.04
O: 4.28 2.59 3.62
C: 5.45 3.99 5.81
H: 6.59 1.16 4.67
H: 7.69 2.51 4.90
H: 7.51 1.92 3.36
H: 6.40 4.44 6.10
H: 5.05 3.17 6.41
H: 4.72 4.79 5.80
C: -9.63 -10.55 3.89
S: -7.90 -11.01 4.30
O: -7.06 -9.76 4.22
C: -8.08 -11.21 6.12
H: -9.76 -10.10 2.90
H: -10.13 -10.01 4.69
H: -10.05 -11.55 3.86
H: -8.60 -10.42 6.66
H: -7.06 -11.45 6.40
H: -8.68 -12.12 6.16
C: -4.12 4.44 5.92
S: -5.76 4.00 5.52
O: -5.74 2.84 4.57
C: -6.36 3.46 7.18
H: -4.11 5.20 6.71
H: -3.60 4.79 5.03
H: -3.74 3.46 6.20
H: -7.43 3.61 7.00
H: -6.15 4.23 7.92
H: -6.25 2.42 7.46
C: 0.78 -9.97 -5.05
S: 1.11 -9.05 -3.53
O: 0.72 -7.59 -3.71
C: 2.97 -9.08 -3.51
H: 1.06 -9.39 -5.93
H: -0.27 -10.27 -5.12
H: 1.39 -10.88 -5.06
H: 3.41 -9.12 -4.51
H: 3.32 -10.04 -3.14
H: 3.46 -8.28 -2.95
C: 4.44 -4.53 13.25
S: 4.58 -5.94 12.18
O: 3.19 -6.07 11.57
C: 5.44 -5.07 10.81
H: 5.39 -4.09 13.56
H: 4.09 -4.85 14.23
H: 3.84 -3.72 12.82
H: 5.04 -4.07 10.64
H: 5.38 -5.67 9.90
H: 6.52 -4.95 10.93
C: 1.87 -12.59 7.31
S: 0.47 -11.62 6.57
O: 0.73 -11.20 5.13
C: -0.78 -13.02 6.35
H: 2.13 -13.36 6.59
H: 1.55 -13.04 8.25
H: 2.63 -11.82 7.40
H: -1.62 -12.73 5.71
H: -1.23 -13.30 7.30
H: -0.29 -13.78 5.74
C: -3.20 -9.61 13.80
S: -4.58 -10.02 12.65
O: -4.52 -9.07 11.39
C: -6.01 -9.45 13.64
H: -3.26 -8.55 14.04
H: -2.18 -9.71 13.41
H: -3.27 -10.18 14.73
H: -6.37 -10.19 14.35
H: -6.80 -8.91 13.12
H: -5.65 -8.69 14.33
C: -3.29 3.64 12.00
O: -2.69 4.46 11.32
N: -3.04 2.31 11.94
C: -3.94 1.34 12.64
C: -1.87 1.73 11.22
H: -4.30 3.82 12.39
H: -3.47 0.37 12.76
H: -4.82 1.22 12.00
H: -4.31 1.79 13.56
H: -2.07 1.22 10.28
H: -0.93 2.28 11.26
H: -1.61 0.82 11.76
O: 3.61 4.51 -4.97
C: 4.75 4.16 -4.92
O: 5.50 3.71 -5.86
C: 4.83 2.95 -6.91
C: 5.05 1.42 -6.56
C: 5.59 4.74 -3.78
H: 5.25 3.29 -7.86
H: 3.76 3.10 -7.08
H: 4.30 1.17 -5.81
H: 6.04 1.10 -6.26
H: 4.77 0.98 -7.52
H: 6.58 5.13 -4.03
H: 5.50 3.98 -3.01
H: 5.02 5.56 -3.34
O: -8.54 -8.58 -3.23
C: -7.55 -9.12 -2.68
O: -7.11 -10.32 -2.94
C: -7.91 -11.43 -3.38
C: -7.10 -12.30 -4.40
C: -6.55 -8.29 -1.94
H: -8.81 -11.02 -3.84
H: -8.33 -11.92 -2.50
H: -7.80 -13.00 -4.87
H: -6.59 -13.03 -3.77
H: -6.37 -11.84 -5.06
H: -6.91 -7.29 -1.70
H: -5.62 -8.21 -2.51
H: -6.06 -8.80 -1.11


Record 3
Below is a structure of composition C9H18F14Na4O11P3, with properties calculated with ωB97M-V/def2-TZVPD.

Its charge is +1. As for the LUMO energy: -3.88 eV. The value obtained for the HOMO energy is -13.547 eV. The value obtained for the gap between HOMO and LUMO is 9.672 eV. The calculated total energy comes out at -4253.4442 a.u.

Geometry (Å):
Na: -3.16 -2.93 -2.53
Na: -0.69 -4.71 0.88
Na: 2.08 0.05 0.23
Na: -5.06 -0.15 0.32
P: -4.77 0.07 -2.96
F: -3.85 -0.27 -1.68
F: -3.46 -0.25 -3.86
F: -5.14 -1.53 -3.06
F: -5.69 0.34 -4.23
F: -6.16 0.22 -2.05
F: -4.35 1.61 -2.87
P: -0.91 -5.77 -2.42
F: 0.05 -5.75 -3.70
F: -1.91 -6.90 -3.02
F: -0.07 -6.88 -1.63
F: -1.99 -5.76 -1.13
F: -0.05 -4.62 -1.69
F: -1.79 -4.57 -3.12
O: -1.67 -2.42 -0.76
P: -1.32 -1.49 0.35
O: -0.13 -0.60 0.33
F: -1.15 -2.51 1.59
F: -2.64 -0.67 0.72
C: 3.03 2.96 -3.23
O: 1.63 3.15 -3.06
C: 0.88 2.21 -2.46
O: 1.37 1.23 -1.93
O: -0.37 2.51 -2.52
C: -1.33 1.76 -1.83
H: 3.50 2.56 -2.33
H: 3.48 3.90 -3.54
H: 3.13 2.30 -4.09
H: -1.00 1.56 -0.81
H: -1.47 0.74 -2.18
H: -2.27 2.30 -1.78
C: 4.75 0.47 4.05
O: 3.58 -0.10 4.61
C: 2.75 -0.81 3.83
O: 2.98 -1.28 2.75
O: 1.70 -1.03 4.60
C: 0.79 -2.07 4.22
H: 4.61 0.66 2.98
H: 5.54 -0.28 4.07
H: 5.11 1.36 4.55
H: 0.38 -1.85 3.24
H: 0.02 -2.10 4.98
H: 1.30 -3.04 4.24
C: -0.78 2.21 2.91
O: -0.16 3.39 2.39
C: 0.75 3.14 1.44
O: 1.01 2.03 0.99
O: 1.36 4.23 1.14
C: 2.35 4.36 0.14
H: -1.52 1.75 2.27
H: -1.25 2.56 3.83
H: 0.03 1.58 3.28
H: 2.74 3.38 -0.16
H: 3.24 4.88 0.48
H: 1.97 4.86 -0.75


Record 4
Below is the ion C2H10NSi with charge +1, with properties calculated with ωB97M-V/def2-TZVPD.

Its charge is +1. As for the LUMO energy: -4.09 eV. The value obtained for the HOMO energy is -15.413 eV. Its structure (SMILES) is CC[SiH2][NH3+]. The value obtained for the gap between HOMO and LUMO is 11.325 eV. The calculated total energy comes out at -426.1636 a.u.

Geometry (Å):
C: -1.77 -0.14 0.78
C: -1.19 1.02 -0.11
N: 2.00 -0.38 0.58
Si: 0.61 0.53 -0.68
H: -1.50 -1.08 0.40
H: -1.45 0.18 1.81
H: -2.89 0.10 0.92
H: -1.38 1.84 0.52
H: 1.43 -0.74 1.31
H: 2.75 0.17 0.96
H: 2.46 -1.02 -0.02
H: -1.73 1.07 -1.08
H: 0.39 -0.78 -1.38
H: 1.73 1.34 -1.42